7
Properties=species:S:1:pos:R:3:forces:R:3:mulliken_charge:R:1 method="wB97M-V/def2-TZVPD" gap_ev=11.0 smiles="N#CNC(=O)Cl" multiplicity=1 homo_energy_ev=-11.7 relative_energy_kcal_mol=43.0
C 1.696 0.173 0.004 -8.10 -2.20 -0.81 0.166
C -1.008 0.350 -0.012 -1.62 0.70 0.23 0.646
N 2.748 0.573 0.106 2.12 0.67 0.19 -0.258
N 0.070 -0.403 -0.177 7.21 0.49 0.29 -0.226
O -1.177 1.516 0.010 0.38 0.07 0.06 -0.403
Cl -2.397 -0.810 0.099 0.12 0.17 -0.03 -0.206
H 0.068 -1.400 -0.029 -0.10 0.11 0.05 0.280



75
Properties=species:S:1:pos:R:3:forces:R:3:mulliken_charge:R:1 method="wB97M-V/def2-TZVPD" gap_ev=9.8 smiles="NCCC[C@H]1CCS(=O)(=O)OC1.CO.CO.CO.CO.CO.CO.CO.CO" multiplicity=1 homo_energy_ev=-9.4 relative_energy_kcal_mol=0.0
N -5.784 0.229 4.515 -0.13 -0.14 0.23 -0.549
C -5.012 -0.935 4.081 -0.08 -0.06 -0.08 -0.960
C -4.768 -1.107 2.558 0.15 0.08 -0.01 -0.206
C -4.863 0.179 1.716 0.07 -0.05 0.00 -1.018
C -3.869 0.352 0.539 0.00 0.06 -0.04 0.325
C -2.591 1.103 0.946 0.01 -0.23 0.02 -1.067
C -1.663 0.193 1.744 0.05 0.18 0.09 -0.563
S -1.064 -1.101 0.680 -0.03 -0.19 0.12 1.112
O -1.151 -2.355 1.364 -0.01 0.08 -0.05 -0.652
O 0.169 -0.686 0.085 0.09 -0.03 -0.02 -0.572
O -2.108 -1.065 -0.508 0.00 0.25 -0.11 -0.412
C -3.515 -0.974 -0.169 -0.08 -0.12 -0.05 -0.747
H -5.212 0.999 4.826 0.00 0.06 -0.19 0.233
H -6.450 0.549 3.827 0.05 0.03 -0.02 0.269
H -4.052 -0.919 4.602 -0.06 0.12 0.02 0.390
H -5.534 -1.831 4.419 0.09 0.00 0.01 0.223
H -3.778 -1.554 2.440 -0.07 -0.09 0.06 0.252
H -5.471 -1.853 2.182 -0.01 0.07 -0.02 0.435
H -5.874 0.262 1.308 0.00 0.01 0.08 0.366
H -4.736 1.046 2.371 -0.03 0.01 -0.06 0.398
H -4.369 0.990 -0.194 0.04 -0.02 0.00 0.485
H -2.056 1.446 0.058 -0.06 0.08 0.03 0.407
H -2.857 1.979 1.539 0.04 -0.02 -0.02 0.423
H -2.171 -0.267 2.589 0.06 -0.05 -0.02 0.143
H -0.763 0.694 2.103 -0.06 0.04 -0.04 0.526
H -4.011 -1.049 -1.133 0.02 -0.02 0.02 0.279
H -3.778 -1.859 0.410 0.01 0.07 0.06 0.399
C 3.211 0.426 0.997 -0.17 -0.10 -0.05 -0.513
O 2.568 1.254 0.033 0.07 0.03 0.07 -0.434
H 4.107 0.937 1.340 0.00 0.02 -0.02 0.209
H 2.556 0.242 1.852 0.05 -0.01 0.04 0.260
H 3.501 -0.533 0.564 0.07 0.00 0.04 0.287
H 1.775 0.785 -0.255 0.00 0.03 -0.02 0.267
C 6.736 -0.124 -0.554 -0.06 0.00 0.10 -0.553
O 6.669 -0.200 0.868 0.00 0.06 -0.01 -0.544
H 6.731 -1.143 -0.930 0.01 0.01 -0.01 0.232
H 5.874 0.403 -0.971 0.01 -0.01 -0.04 0.239
H 7.652 0.364 -0.894 0.00 -0.01 -0.01 0.314
H 6.680 0.697 1.212 0.04 -0.03 0.02 0.292
C 7.582 1.278 -3.975 -0.03 -0.03 0.03 -0.642
O 7.175 -0.014 -3.543 0.05 -0.07 -0.18 -0.463
H 7.362 1.968 -3.162 0.00 0.01 -0.01 0.262
H 8.654 1.318 -4.189 0.00 0.01 0.00 0.301
H 7.033 1.602 -4.863 0.00 0.01 0.00 0.297
H 7.355 -0.635 -4.258 -0.08 0.00 -0.02 0.265
C 2.930 4.534 -0.378 0.09 -0.17 -0.04 -0.510
O 4.152 3.821 -0.467 -0.03 -0.07 0.14 -0.522
H 3.135 5.571 -0.637 -0.02 0.01 0.00 0.256
H 2.193 4.124 -1.075 -0.07 0.11 -0.01 0.230
H 2.513 4.490 0.632 -0.03 0.07 0.01 0.215
H 3.933 2.899 -0.277 -0.06 -0.03 -0.14 0.310
C 5.229 -1.418 -6.318 0.10 0.01 0.11 -0.579
O 6.590 -1.840 -6.392 0.03 -0.01 0.09 -0.458
H 5.213 -0.371 -6.614 -0.03 0.00 0.00 0.216
H 4.589 -1.988 -6.995 0.01 0.00 -0.01 0.304
H 4.851 -1.498 -5.297 -0.07 0.03 -0.03 0.277
H 6.634 -2.766 -6.137 0.00 0.01 -0.02 0.264
C 8.737 0.154 -7.580 0.04 0.09 -0.02 -0.283
O 9.581 1.297 -7.653 -0.01 -0.02 -0.01 -0.518
H 8.551 -0.042 -6.528 0.00 0.00 -0.01 -0.045
H 7.776 0.326 -8.072 -0.02 -0.03 0.01 0.244
H 9.208 -0.730 -8.017 -0.02 -0.02 0.01 0.293
H 9.756 1.487 -8.579 0.01 0.01 0.02 0.286
C -8.734 -2.576 3.575 0.04 -0.01 0.06 -0.440
O -7.427 -3.134 3.611 0.07 -0.08 -0.08 -0.438
H -8.614 -1.506 3.427 -0.06 0.01 0.01 0.172
H -9.335 -2.981 2.756 0.03 -0.01 -0.02 0.321
H -9.262 -2.732 4.518 -0.04 0.02 -0.01 0.180
H -7.489 -4.081 3.762 -0.05 0.02 -0.01 0.252
C -10.310 -0.563 6.306 -0.01 0.03 -0.03 -0.582
O -9.948 0.175 5.147 0.08 0.02 0.06 -0.490
H -11.299 -0.976 6.122 0.00 -0.01 0.01 0.237
H -9.615 -1.385 6.499 0.00 0.00 0.00 0.242
H -10.359 0.073 7.194 -0.01 0.00 0.00 0.289
H -9.073 0.547 5.297 0.01 -0.03 -0.02 0.284



58
Properties=species:S:1:pos:R:3:forces:R:3:mulliken_charge:R:1 method="wB97M-V/def2-TZVPD" gap_ev=5.5 multiplicity=1 homo_energy_ev=-6.4
Tl -2.522 -0.580 -0.011 -0.27 0.15 -0.69 1.135
C -1.974 -1.627 5.780 0.25 -0.24 0.47 -0.831
N -2.450 -0.973 4.592 -0.01 0.05 -0.40 0.149
C -3.548 -0.182 4.481 -0.39 0.29 -0.13 -0.403
C -3.608 0.214 3.173 -0.14 0.04 0.30 -0.735
N -2.569 -0.322 2.493 0.29 -0.16 0.02 0.063
C -1.882 -1.037 3.362 0.29 -0.03 -0.05 -0.001
P -0.353 -1.973 3.060 -0.19 0.20 -0.39 -0.549
C 0.413 -0.883 1.818 -0.01 -0.29 0.08 -0.053
N -0.036 -0.719 0.586 0.26 -0.17 0.63 0.487
C 0.928 -0.052 -0.088 0.31 0.16 -0.04 -0.923
C 1.978 0.198 0.749 0.12 0.07 -0.43 -0.968
N 1.651 -0.342 1.953 -0.30 -0.05 -0.14 0.219
C 2.462 -0.298 3.136 0.36 0.16 0.42 -0.973
C -1.061 -3.143 1.867 -0.20 -0.05 0.27 0.200
N -2.275 -3.054 1.364 0.07 -0.07 0.59 -0.218
C -2.437 -4.146 0.579 0.21 -0.45 0.09 -0.944
C -1.299 -4.906 0.607 -0.49 -0.14 -0.16 -0.339
N -0.431 -4.268 1.436 -0.25 0.23 -0.05 0.339
C 0.897 -4.702 1.761 0.46 -0.20 0.08 -0.938
H -2.754 -1.607 6.538 0.02 0.00 -0.05 0.318
H -1.086 -1.125 6.170 -0.07 -0.03 0.00 0.303
H -1.720 -2.664 5.558 -0.07 0.08 0.08 0.335
H -4.191 0.035 5.311 -0.07 0.00 0.17 0.419
H -4.327 0.844 2.688 -0.16 0.14 -0.03 0.507
H 0.814 0.195 -1.126 -0.02 0.13 -0.13 0.892
H 2.917 0.689 0.584 0.16 0.09 -0.01 0.537
H 2.450 0.703 3.575 -0.02 -0.11 -0.01 0.309
H 3.492 -0.557 2.885 -0.08 -0.02 0.05 0.373
H 2.077 -1.010 3.865 0.07 0.04 -0.03 0.359
H -3.350 -4.312 0.042 -0.09 -0.07 -0.20 0.522
H -1.042 -5.815 0.105 0.09 -0.18 -0.13 0.517
H 0.865 -5.666 2.275 0.05 0.11 0.00 0.353
H 1.365 -3.962 2.413 0.01 -0.14 -0.04 0.336
H 1.499 -4.805 0.856 -0.02 0.05 0.05 0.327
Se -0.969 -2.331 -1.792 0.78 -0.24 -0.29 0.289
Se 0.206 -3.924 -3.325 -0.15 0.23 0.24 -0.414
Te -1.992 -4.317 -4.505 -0.12 0.16 0.16 -0.065
Se -3.051 -2.668 -2.764 -0.54 -0.25 -0.33 -0.135
C 4.195 5.063 -6.490 0.21 -0.10 -0.12 -1.048
C 3.273 4.385 -5.519 -0.41 -0.07 0.24 0.754
O 3.308 3.228 -5.210 0.35 -0.26 -0.15 -0.540
S 2.072 5.509 -4.849 -0.31 0.16 0.26 -0.263
C 1.132 4.474 -3.738 0.41 0.32 -0.43 0.283
C 1.755 3.821 -2.686 -0.03 0.02 0.08 -0.261
C 0.990 3.099 -1.793 0.03 0.05 -0.01 -0.492
C -0.397 3.013 -1.945 0.11 0.12 -0.36 0.235
C -1.002 3.668 -3.020 -0.02 -0.02 0.10 -0.721
C -0.241 4.397 -3.909 0.08 0.08 -0.02 -0.487
C -1.171 2.236 -1.050 -0.16 0.03 0.29 -0.272
C -1.801 1.567 -0.251 -0.32 0.09 0.21 -0.688
H 4.131 4.552 -7.451 -0.02 0.01 0.01 0.290
H 5.220 4.972 -6.130 -0.02 -0.01 0.01 0.276
H 3.943 6.112 -6.608 0.02 0.10 -0.07 0.372
H 2.827 3.876 -2.568 0.03 0.05 0.00 0.430
H 1.460 2.603 -0.956 -0.01 -0.04 0.04 0.459
H -2.072 3.602 -3.150 -0.05 -0.05 0.04 0.453
H -0.710 4.916 -4.731 -0.04 0.03 -0.11 0.422



LUMO energy list, top to bottom, in eV: -0.73 0.38 -0.88